Formula: C5H10O
Source: the OMol25 dataset
Level of theory: the ωB97M-V functional and the def2-TZVPD basis

Geometry as ORCA input:
```
! RIJCOSX wB97M-V def2-TZVPD def2/J DEFGRID3
* xyz 0 1
C 0.92739 -1.83320 0.04350
C 0.63590 -0.63195 0.53935
C 0.97311 -0.32983 1.99951
C -0.01501 0.51182 -0.17156
O -0.73399 0.10776 -1.34989
C -1.57811 1.11565 -1.94042
H 0.52297 -2.18714 -0.90418
H 1.47686 -2.58657 0.55787
H 1.24720 0.85448 2.32054
H 1.87309 -0.92415 2.29995
H 0.03750 -0.72953 2.83656
H 0.67898 1.31529 -0.47321
H -0.76427 1.01612 0.52087
H -0.90928 1.96173 -2.36357
H -2.09430 0.65195 -2.81460
H -2.27806 1.68758 -1.10070
*
```

Properties
lowest unoccupied orbital energy	0.0366	hartree
gap between HOMO and LUMO	10.30	eV
ΔE to the lowest compared entry with this formula, charge and spin	66.4	kcal per mole